1.
Entry from the Open Molecules 2025 dataset: 2 unconnected molecules or ions with the total composition C5H11NO2S at a distorted geometry (ωB97M-V/def2-TZVPD).

**E_LUMO (alpha / beta)**: -0.023 / -0.023 hartree
**SMILES**: C=S(=O)=O.CC(C)=CN
**Relative energy (zero: lowest compared OMol25 entry of this formula, charge and spin)**: 493.4 kJ/mol
**Gap between HOMO and LUMO (alpha / beta)**: 7.8 / 7.8 eV
**F_max**: 0.0973 Eh/bohr

XYZ file:
```
20
C5H11NO2S | the Open Molecules 2025 dataset | ωB97M-V/def2-TZVPD
C -2.6947 0.8448 1.2571
C 1.0771 0.8949 0.2247
C 0.3762 -0.1775 -0.2921
C -0.5380 -0.0003 -1.5374
C 0.7776 -1.6290 -0.2020
N 2.1113 0.8375 1.0618
O -1.4821 -1.4951 1.5065
O -0.2457 0.3876 2.5427
S -1.2396 -0.0794 1.5956
H -2.5035 1.5085 0.4892
H -3.3601 0.1354 0.9310
H 0.8373 1.8958 0.1019
H -0.8692 1.0716 -1.5768
H -1.2740 -0.8133 -1.4074
H 0.0333 -0.0507 -2.3651
H 0.0318 -2.3610 -0.3860
H 0.9973 -1.7860 0.9420
H 1.7957 -1.8988 -0.7478
H 2.4666 -0.0462 1.2877
H 1.9760 1.3709 1.9493
```

2.
Entry from the Open Molecules 2025 dataset: 2 unconnected molecules or ions with the total composition C5H11NO2Si (ωB97M-V/def2-TZVPD).

**E_LUMO**: -0.005 hartree
**SMILES**: [H]/N=C(\[SiH3])C(=O)O.C=CC
**Relative energy (zero: lowest compared OMol25 entry of this formula, charge and spin)**: 389.4 kJ/mol
**Gap between HOMO and LUMO**: 9.6 eV
**F_max**: 0.0116 Eh/bohr

XYZ file:
```
20
C5H11NO2Si | the Open Molecules 2025 dataset | ωB97M-V/def2-TZVPD
C -3.3010 -0.7675 0.0459
C -1.9011 -0.5989 -0.4375
C 1.8978 -1.0974 -0.2183
C -1.3705 0.5536 -0.8007
C 1.7115 0.1789 0.5583
N 0.9973 0.0482 1.5962
O 1.2229 -2.1283 0.2653
O 2.6083 -1.1358 -1.1881
Si 2.6362 1.6717 -0.1798
H -3.3044 -1.1140 1.0824
H -3.8152 -1.5200 -0.5551
H -1.3129 -1.5066 -0.4871
H -1.9310 1.4735 -0.7736
H -0.3634 0.6250 -1.1786
H 0.7472 -1.8036 1.0627
H 0.8493 0.8878 2.1475
H -3.8477 0.1712 -0.0122
H 2.1114 1.8997 -1.5190
H 2.3031 2.7914 0.7131
H 4.0622 1.3709 -0.1217
```

3.
Entry from the Open Molecules 2025 dataset: 2 unconnected molecules or ions with the total composition C5H11NO3 at a distorted geometry (ωB97M-V/def2-TZVPD).

**E_LUMO**: 0.029 hartree
**SMILES**: CCNCC=O.O=CO
**Relative energy (zero: lowest compared OMol25 entry of this formula, charge and spin)**: 296.3 kJ/mol
**Gap between HOMO and LUMO**: 9.4 eV
**F_max**: 0.0706 Eh/bohr

XYZ file:
```
20
C5H11NO3 | the Open Molecules 2025 dataset | ωB97M-V/def2-TZVPD
C -1.3297 1.8107 -0.2711
C 0.3635 0.6669 1.5669
C -0.1290 -0.5882 -0.9662
C -0.1099 -0.7719 1.5126
C 1.1129 -1.3666 -1.4339
N -0.7516 -1.1130 0.2418
O -1.3265 1.5352 0.9382
O -0.4402 2.6203 -0.8301
O 1.1857 1.0789 0.7093
H 0.4010 2.5636 -0.3296
H 0.4504 0.4190 -0.6086
H -0.8909 -2.1175 0.1921
H -2.2292 1.7143 -0.8821
H 0.3317 1.1316 2.5583
H -0.8774 -0.6045 -1.7596
H -0.8322 -0.9435 2.3130
H 0.8026 -1.3661 1.7008
H 0.9033 -2.4367 -1.4959
H 1.9389 -1.2123 -0.7390
H 1.4267 -1.0200 -2.4168
```

4.
Entry from the Open Molecules 2025 dataset: 2 unconnected molecules or ions with the total composition C5H11NO3 at a distorted geometry (ωB97M-V/def2-TZVPD).

**E_LUMO**: -0.009 hartree
**SMILES**: C=C(C)C(=O)O.CNO
**Relative energy (zero: lowest compared OMol25 entry of this formula, charge and spin)**: 441.4 kJ/mol
**Gap between HOMO and LUMO**: 7.3 eV
**F_max**: 0.0789 Eh/bohr

XYZ file:
```
20
C5H11NO3 | the Open Molecules 2025 dataset | ωB97M-V/def2-TZVPD
C -1.5531 -0.1614 1.2565
N -2.0995 -1.3449 0.1212
O -1.8505 -1.0699 -1.1787
H -0.7256 -1.3239 -1.2716
H -3.1194 -1.2625 0.2376
H -0.5629 0.0142 1.6643
H -2.1214 -0.5524 2.0979
H -1.9854 0.7955 0.9511
C 0.5772 1.2172 -1.5359
C 1.0294 -0.7770 -0.0669
C 1.1942 0.6772 -0.2814
C 1.8844 1.4137 0.5902
O 1.6293 -1.2824 1.0141
O 0.5990 -1.5586 -0.9469
H 1.5425 -2.2481 0.9926
H 0.9459 0.6680 -2.4026
H -0.5033 1.0641 -1.5207
H 0.8164 2.2713 -1.6578
H 2.3004 0.9831 1.4899
H 2.0025 2.4767 0.4470
```

5.
Entry from the Open Molecules 2025 dataset: 2 unconnected molecules or ions with the total composition C5H11NO3 at a distorted geometry (ωB97M-V/def2-TZVPD).

**E_LUMO**: 0.022 hartree
**SMILES**: CC(=O)C(N)=O.CCO
**Relative energy (zero: lowest compared OMol25 entry of this formula, charge and spin)**: 288.0 kJ/mol
**Gap between HOMO and LUMO**: 9.4 eV
**F_max**: 0.0897 Eh/bohr

XYZ file:
```
20
C5H11NO3 | the Open Molecules 2025 dataset | ωB97M-V/def2-TZVPD
C 1.5500 0.5401 -0.5354
C 1.6657 2.0420 -0.4281
O 2.3460 -0.0503 0.4363
H 2.8913 -0.8056 0.1380
H 1.8501 0.1907 -1.5282
H 0.2950 0.2490 -0.3147
H 2.2718 2.3597 -1.2833
H 0.7096 2.5709 -0.4098
H 2.2013 2.3493 0.4783
C -2.8241 0.1936 0.5718
C -0.3231 -1.0050 0.5269
C -1.8452 -0.5764 -0.2610
N 0.0966 -2.2432 0.0787
O -0.1893 -0.6593 1.7009
O -2.1215 -1.1494 -1.2919
H 0.8464 -2.6561 0.6184
H -0.2373 -2.5188 -0.8383
H -2.4248 0.3901 1.5682
H -3.0094 1.1547 0.0846
H -3.7489 -0.3761 0.6886
```

6.
Entry from the Open Molecules 2025 dataset: a molecular structure, C5H11NO3 at a distorted geometry (ωB97M-V/def2-TZVPD).

**E_LUMO**: 0.022 hartree
**Relative energy (zero: lowest compared OMol25 entry of this formula, charge and spin)**: 600.4 kJ/mol
**Gap between HOMO and LUMO**: 9.6 eV
**F_max**: 0.0362 Eh/bohr

XYZ file:
```
20
C5H11NO3 | the Open Molecules 2025 dataset | ωB97M-V/def2-TZVPD
C 2.9541 0.4162 -0.9785
C 0.4423 -0.9054 1.5587
C 0.3468 -1.8459 0.5610
O 1.8075 -0.0614 -0.3360
O 0.3294 -2.7068 -0.1877
H 3.0402 -0.0536 -1.9678
H 2.9235 1.5026 -1.1496
H 3.8771 0.1726 -0.4314
H 0.8201 -1.3273 2.4861
H -0.4801 -0.3479 1.7042
H 1.3350 -0.1017 0.8638
N -0.7843 0.9405 -1.1422
C -2.5335 -0.0758 0.0585
C -2.8186 1.0220 0.7482
O -1.5389 -0.2674 -0.8527
H 0.1879 0.6578 -0.9352
H -0.8664 1.0165 -2.1535
H -3.1148 -0.9885 0.1289
H -2.2613 1.9345 0.6092
H -3.6661 1.0190 1.4160
```